C4H12N4 | the ωB97M-V functional and the def2-TZVPD basis

Each line ends with the Mulliken charge.
Cartesian coordinates (Å):
C  3.05932  -0.52658  -0.09270  -0.94
C  1.68256  -0.70868  0.83028  -0.38
C  0.73647  1.73881  -0.07449  -0.81
C  -1.23247  -0.56843  -0.79244  0.02
H  3.32138  0.61880  -0.11841  0.17
H  2.81288  -0.64538  -1.09955  0.35
H  4.02701  -1.06278  0.15951  0.34
H  2.29876  -0.86178  1.93892  0.25
H  1.03915  -1.73959  0.85946  0.26
H  -0.19915  2.00643  -0.62657  0.35
H  1.97074  2.03816  -0.62823  0.21
H  0.66437  2.46509  1.02360  0.17
H  -1.66601  -1.60421  -1.33715  0.28
H  -1.24517  0.64324  0.70378  0.37
H  -2.72316  -0.45589  1.94820  0.25
H  -3.89853  0.33964  0.39399  0.27
N  0.65503  0.37955  0.11710  0.20
N  0.03818  -0.55767  -0.84459  -0.54
N  -1.97500  0.41648  -0.04749  -0.31
N  -3.27215  -0.43156  0.42620  -0.54

Results
* E_tot: -378.23112 Ha
* maximum force: 6.86 eV/A
* gap between HOMO and LUMO: 7.64 eV
* total charge: 0
* HOMO energy: -0.296 hartree
* energy relative to the best compared isomer or geometry (same formula, charge and spin): 255.48 kcal per mole